41
Properties=species:S:1:pos:R:3 method="wB97M-V/def2-TZVPD" charge=+3 gap_ev="5.10 / 4.90" e_homo_ha="-0.647 / -0.642" multiplicity=2 energy_ha=-1891.0562
Re 0.0354 0.1847 0.3342
Cl 6.2737 -1.4177 -2.7118
C 4.6520 -0.9929 -2.4251
C 4.0536 0.0689 -3.1504
C 2.7849 0.4830 -2.8465
C 2.0126 -0.1303 -1.8153
O 0.8383 0.3320 -1.5671
C 2.5818 -1.2931 -1.1579
C 1.7917 -2.1374 -0.3135
N 0.6825 -1.7729 0.2700
C -0.2261 -2.6643 0.8635
C -0.0018 -3.9594 1.3070
C -1.0699 -4.7064 1.8221
C -2.3513 -4.2002 1.8770
C -2.6271 -2.8937 1.3998
C -3.9082 -2.3008 1.3242
C -4.0417 -1.0350 0.7844
C -2.9137 -0.3384 0.3594
N -1.6820 -0.8428 0.4439
C -1.5382 -2.1204 0.9265
C 3.8862 -1.6848 -1.4858
H 4.6124 0.5499 -3.9427
H 2.3177 1.2945 -3.3867
H 2.1249 -3.1691 -0.2207
H 0.9821 -4.4052 1.2737
H -0.8837 -5.7161 2.1624
H -3.1570 -4.8080 2.2670
H -4.7830 -2.8297 1.6761
H -5.0119 -0.5700 0.6978
H -3.0122 0.6532 -0.0693
H 4.3164 -2.5423 -0.9896
C 3.4381 3.0169 0.0109
S 2.5132 2.4663 1.4683
C 3.7740 1.3639 2.1647
O 1.5301 1.4203 0.8652
H 4.1627 3.7610 0.3327
H 2.7538 3.4897 -0.6895
H 3.9461 2.1862 -0.4711
H 4.5568 1.9715 2.6126
H 4.1897 0.7234 1.3921
H 3.3203 0.7579 2.9444